1.
Formula: C30H37As2FNOPdSSi
Source: the Open Molecules 2025 dataset
Level of theory: ωB97M-V with the def2-TZVPD basis set

2S+1: 1
ΔE to the lowest compared entry with this formula, charge and spin: 0.0000 eV
energy: -6682.44278 Ha
charge: -1
HOMO energy: -3.562 eV
HOMO-LUMO gap: 6.286 eV

```
75
Properties=species:S:1:pos:R:3:forces:R:3
Pd -1.044 0.002 0.677 0.6 -0.7 -0.1
C -2.071 -3.019 -0.327 0.0 0.0 0.0
Si -3.130 -1.656 -1.050 -0.1 -0.1 0.1
C -4.696 -1.598 0.017 0.0 0.0 -0.1
C -3.591 -2.254 -2.783 0.0 0.0 0.0
N -2.285 -0.175 -1.055 0.0 0.2 -0.1
C -2.658 0.938 -1.739 -0.1 0.0 0.0
C -3.933 1.147 -2.323 0.0 0.0 0.0
C -4.277 2.305 -3.004 0.1 0.0 0.0
C -3.371 3.347 -3.140 -0.1 0.0 0.0
C -2.106 3.192 -2.583 0.0 -0.1 0.0
C -1.779 2.030 -1.923 0.0 0.1 -0.1
F -0.514 1.935 -1.437 0.0 0.0 0.0
H -2.589 -3.979 -0.427 0.0 0.0 0.0
H -1.849 -2.846 0.729 0.0 0.0 0.0
H -1.115 -3.080 -0.848 0.0 0.0 0.0
H -5.396 -0.821 -0.299 0.0 0.0 0.0
H -4.403 -1.380 1.048 0.0 0.0 0.0
H -5.225 -2.555 0.013 0.0 0.0 0.0
H -4.130 -3.204 -2.724 0.0 0.0 0.0
H -2.671 -2.428 -3.348 0.0 0.0 0.0
H -4.202 -1.552 -3.353 0.0 0.0 0.0
H -4.675 0.368 -2.206 0.0 0.0 0.0
H -5.274 2.395 -3.421 0.0 0.0 0.0
H -3.635 4.257 -3.663 0.0 0.0 0.0
H -1.352 3.966 -2.665 0.0 0.0 0.0
O 0.494 -1.224 -0.102 -0.3 -0.3 -0.6
As 2.021 -0.771 0.377 -0.2 0.4 0.7
C 3.040 -1.429 -1.153 0.0 0.0 -0.1
C 2.429 -2.362 -1.984 0.0 0.0 0.0
C 3.119 -2.889 -3.069 0.0 0.0 0.0
C 4.419 -2.481 -3.331 0.0 0.0 0.0
C 5.027 -1.539 -2.513 0.0 0.0 0.0
C 4.338 -1.013 -1.429 0.0 0.0 0.0
C 2.575 1.074 0.378 0.2 0.0 -0.2
C 2.480 1.767 -0.819 0.0 0.1 0.0
C 2.851 3.107 -0.872 0.0 0.0 0.0
C 3.352 3.729 0.259 0.0 0.0 0.0
C 3.467 3.022 1.453 0.0 0.0 0.0
C 3.062 1.701 1.520 0.0 0.0 0.0
C 2.851 -1.757 1.806 0.2 0.0 -0.1
C 2.094 -2.655 2.544 -0.1 0.0 0.0
C 2.705 -3.402 3.540 0.0 0.0 0.0
C 4.058 -3.236 3.811 0.0 0.0 0.0
C 4.810 -2.332 3.077 0.0 0.0 0.0
C 4.208 -1.599 2.060 0.0 -0.1 0.1
H 1.406 -2.650 -1.780 0.0 0.0 0.0
H 2.637 -3.612 -3.715 0.0 0.0 0.0
H 4.955 -2.889 -4.180 0.0 0.0 0.0
H 6.036 -1.206 -2.725 0.0 0.0 0.0
H 4.809 -0.254 -0.814 0.0 0.0 0.0
H 2.084 1.279 -1.702 0.0 0.0 0.0
H 2.742 3.659 -1.797 0.0 0.0 0.0
H 3.645 4.772 0.218 0.0 0.0 0.0
H 3.845 3.514 2.340 0.0 0.0 0.0
H 3.076 1.161 2.456 0.0 0.0 0.0
H 1.029 -2.725 2.357 0.0 0.0 0.0
H 2.117 -4.102 4.120 0.0 0.0 0.0
H 4.524 -3.812 4.602 0.0 0.0 0.0
H 5.863 -2.196 3.289 0.0 0.0 0.0
H 4.799 -0.901 1.481 0.0 0.0 0.0
C -4.060 1.934 1.382 0.1 -0.1 -0.2
As -2.206 1.494 1.862 -0.8 0.9 0.3
C -2.513 1.315 3.765 0.0 0.1 0.1
C -1.494 3.290 1.644 0.0 0.0 0.2
S 0.312 0.164 2.505 0.2 0.0 -0.1
H -4.383 2.811 1.944 0.0 0.0 0.0
H -4.713 1.092 1.613 0.0 0.0 0.0
H -4.126 2.148 0.314 0.0 0.0 0.0
H -3.282 2.034 4.053 0.0 0.0 0.1
H -1.580 1.486 4.293 0.0 0.0 0.0
H -2.848 0.303 3.979 0.0 0.0 -0.1
H -2.043 3.982 2.285 0.0 0.0 0.0
H -1.622 3.576 0.600 0.0 0.0 0.0
H -0.436 3.283 1.897 0.0 0.0 0.0
```
Positions in Å, forces in eV/Å.



2.
Formula: C5H5FS2
Source: the Open Molecules 2025 dataset
Level of theory: ωB97M-V with the def2-TZVPD basis set

2S+1: 1
ΔE to the lowest compared entry with this formula, charge and spin: 2.9005 eV
energy: -1089.62503 Ha
charge: 0
HOMO energy: -8.748 eV
HOMO-LUMO gap: 7.563 eV

```
13
Properties=species:S:1:pos:R:3:forces:R:3
C -1.389 0.672 -0.146 4.2 -0.9 -0.8
C -2.224 -0.425 -0.332 -0.3 -0.1 1.2
C -0.041 0.703 -0.142 0.5 -1.8 3.3
C 0.744 -0.504 0.300 1.9 0.8 -3.4
C 2.236 -0.025 0.346 -0.5 1.2 2.0
H -3.214 0.009 -0.386 -0.9 -1.0 -0.6
H 0.630 1.541 -0.174 -0.7 1.0 -0.5
H 0.463 -1.081 -0.629 1.3 -0.6 0.7
H 0.505 -1.160 1.119 -0.5 0.3 0.5
H 2.381 0.808 1.211 -0.3 -1.8 -1.8
F -1.916 1.798 -0.381 -2.9 4.4 -0.7
S -1.693 -1.935 -0.241 -1.2 -1.3 -0.2
S 3.517 -0.402 -0.546 -0.6 -0.1 0.1
```
Positions in Å, forces in eV/Å.



3.
Formula: C5H11NS
Source: the Open Molecules 2025 dataset
Level of theory: ωB97M-V with the def2-TZVPD basis set

2S+1: 1
ΔE to the lowest compared entry with this formula, charge and spin: 5.3678 eV
energy: -649.84177 Ha
charge: 0
HOMO energy: -7.216 eV
HOMO-LUMO gap: 3.737 eV

```
18
Properties=species:S:1:pos:R:3:forces:R:3
C 1.569 0.634 -0.064 -1.7 -0.7 0.9
C 1.549 1.445 1.235 0.5 -0.1 0.8
S -0.056 1.272 2.070 0.4 0.0 -0.1
H 0.749 0.970 -0.699 0.3 0.2 0.0
H 1.294 -0.416 0.199 0.6 0.5 -0.5
H 2.492 0.701 -0.582 1.0 -0.1 -0.4
H 1.741 2.506 1.023 -0.1 -0.2 0.1
H 2.357 1.077 1.921 -0.7 0.4 -0.6
C -1.121 -0.537 -1.103 -0.6 1.0 -0.7
C -0.625 -0.338 -2.411 -1.0 -1.5 2.2
C -1.439 -1.373 1.050 -0.6 0.5 -1.6
N -0.868 -1.541 -0.291 -0.4 0.1 1.0
H -1.787 0.268 -0.736 0.3 -0.2 -0.1
H -0.048 -1.112 -2.867 0.5 -0.2 -0.3
H -1.048 0.448 -2.984 0.1 0.7 -0.4
H -0.626 -1.434 1.794 0.2 0.0 0.0
H -2.181 -2.190 1.254 0.8 0.5 0.0
H -1.953 -0.380 1.190 0.4 -0.9 -0.2
```
Positions in Å, forces in eV/Å.



4.
Formula: C47H33BBaN15O
Source: the Open Molecules 2025 dataset
Level of theory: ωB97M-V with the def2-TZVPD basis set

2S+1: 1
ΔE to the lowest compared entry with this formula, charge and spin: 2.5469 eV
energy: -2757.86021 Ha
charge: -1
HOMO energy (alpha / beta): -3.478 / -3.476 eV
HOMO-LUMO gap (alpha / beta): 5.226 / 5.220 eV

```
98
Properties=species:S:1:pos:R:3:forces:R:3
Ba -0.374 1.139 -0.324 0.4 -0.1 0.6
C 4.642 1.375 5.116 1.6 0.7 -1.4
C 5.421 1.896 3.999 1.8 -0.1 2.3
C 5.094 1.822 2.672 -1.3 0.0 0.4
C 3.854 1.184 2.458 0.4 0.6 -0.7
C 3.056 0.927 1.212 4.1 2.2 0.0
N 3.744 1.196 0.165 -0.5 -1.2 -3.4
C 3.300 0.738 -1.134 0.7 0.9 0.8
C 4.153 0.704 -2.348 -0.9 -0.3 0.3
C 5.488 1.063 -2.622 -1.8 0.2 1.3
C 5.859 1.047 -3.952 1.2 -0.1 0.8
C 5.007 0.604 -4.960 -0.9 0.4 -0.8
C 3.690 0.320 -4.704 -1.4 -0.8 0.0
C 3.267 0.262 -3.390 1.0 0.8 1.7
C 2.045 -0.014 -2.719 -3.3 -2.1 -2.4
N 1.004 -0.740 -3.320 5.0 3.2 -1.3
C -0.055 -1.229 -2.874 -1.1 -1.5 2.0
N -0.452 -1.212 -1.538 -0.4 0.4 1.7
C -1.430 -2.061 -1.318 1.6 0.9 -1.6
N -2.031 -2.270 -0.114 -0.9 -0.3 0.7
C -1.628 -2.024 1.253 -1.3 0.1 1.9
N -0.773 -0.981 1.720 -0.9 1.1 -2.6
C 0.015 -1.371 2.643 1.9 0.4 1.7
N 0.928 -0.625 3.351 1.6 0.4 -0.4
C 1.871 0.167 2.762 -2.8 -2.3 2.8
N 1.874 0.457 1.492 -2.2 -0.9 -1.6
C 3.109 0.675 3.482 -1.5 -0.1 -1.6
C 3.471 0.787 4.786 -1.5 -0.7 1.9
C -0.206 -2.791 3.039 0.0 -0.6 0.4
C 0.491 -3.691 3.755 -1.5 0.8 -1.1
C -0.052 -5.054 3.812 0.6 0.3 -0.2
C -0.915 -5.501 2.902 -0.9 -2.2 -1.4
C -1.639 -4.646 1.825 0.1 0.4 3.1
C -1.412 -3.203 2.303 -0.4 0.7 -1.9
C -1.710 -2.698 -2.581 -1.4 -2.2 0.5
C -2.634 -3.738 -2.809 0.7 0.1 -2.2
C -2.756 -4.113 -4.168 0.9 0.1 0.2
C -1.862 -3.537 -5.141 -1.0 -1.2 -1.5
C -0.926 -2.593 -4.880 1.2 0.7 0.1
C -0.819 -2.224 -3.552 -1.3 1.1 0.4
N 2.073 0.332 -1.425 0.6 0.3 1.4
H 4.909 1.363 6.183 0.4 0.5 -0.8
H 6.438 2.311 4.183 -0.9 -0.1 0.3
H 5.716 2.373 1.953 -0.5 -0.8 0.0
H 5.978 1.411 -1.688 0.5 -0.1 -1.3
H 6.847 1.396 -4.200 0.3 -0.1 -0.2
H 5.277 0.570 -6.003 0.6 0.3 -0.1
H 2.856 0.167 -5.410 1.0 -0.2 -0.3
H 2.788 0.476 5.582 0.2 -0.2 -0.3
H 1.454 -3.470 4.121 0.8 0.3 0.8
H 0.404 -5.724 4.535 -0.2 -0.1 -0.2
H -1.077 -6.629 2.850 -0.1 1.5 0.2
H -1.489 -4.873 0.792 0.6 -0.4 -0.6
H -3.089 -4.269 -1.979 -0.3 0.2 -0.4
H -3.442 -4.890 -4.515 0.2 0.2 0.3
H -1.820 -3.842 -6.216 -0.9 -0.2 1.0
H -0.257 -2.140 -5.654 -0.7 -0.6 0.8
C -4.908 3.657 -0.723 0.6 0.1 -0.7
C -4.144 2.492 -0.434 -0.3 0.0 0.7
N -2.835 2.793 -0.354 -0.9 -0.7 -0.5
N -2.733 4.085 -0.675 0.3 0.2 0.2
C -3.935 4.634 -0.908 -0.4 0.3 0.3
B -1.414 4.851 -0.801 0.0 0.5 1.6
N -0.459 4.704 0.474 -0.8 0.8 -1.4
C 0.226 5.771 0.980 0.1 -1.7 0.8
C 1.115 5.218 1.901 -0.3 -0.3 -0.4
C 0.909 3.818 1.843 0.7 0.4 0.8
N -0.023 3.526 0.963 -0.5 0.8 -0.1
N -0.631 4.469 -2.039 0.2 0.7 -0.4
C -0.026 5.315 -2.894 0.6 -0.4 -0.4
C 0.721 4.528 -3.790 0.6 0.9 0.2
C 0.558 3.232 -3.308 -0.6 0.1 -0.6
N -0.296 3.208 -2.297 0.1 -0.9 0.4
H -5.959 3.852 -0.928 0.3 -0.5 0.3
H -4.490 1.470 -0.172 0.3 0.9 -0.3
H -4.008 5.714 -1.128 0.0 -1.0 0.1
H -1.776 6.012 -0.760 0.5 -0.1 -0.5
H -0.012 6.800 0.715 0.1 -0.5 0.0
H 1.840 5.716 2.492 0.4 0.4 0.4
H 1.369 3.013 2.437 -0.1 0.6 -0.4
H -0.089 6.381 -2.686 -0.1 -0.3 -0.5
H 1.403 4.788 -4.614 -0.6 0.2 0.7
H 0.950 2.326 -3.728 0.2 -0.3 0.1
O -3.043 -1.435 4.518 -0.4 -0.8 0.4
C -3.459 -2.721 4.061 2.2 0.4 -0.6
C -2.903 -3.012 2.656 -0.8 -0.5 0.9
C -3.203 -4.452 2.156 1.2 -0.6 -1.2
C -4.006 -4.556 0.910 -1.2 -2.2 0.2
C -4.194 -3.567 0.070 -0.6 0.8 -1.3
C -3.535 -2.273 0.203 2.7 1.2 1.5
N -3.124 -1.882 1.687 0.7 -0.6 -1.6
H -2.859 -0.922 3.733 0.0 0.5 -0.5
H -4.503 -2.838 4.001 -1.7 0.2 0.0
H -3.097 -3.466 4.778 0.2 0.0 -0.1
H -3.494 -5.220 2.870 -0.3 0.4 0.4
H -4.462 -5.570 0.643 0.6 1.4 0.6
H -4.768 -3.611 -0.856 -0.1 -0.6 0.4
H -3.981 -1.456 -0.402 -0.2 -0.4 0.8
```
Positions in Å, forces in eV/Å.



5.
Formula: C4H6BrNO4
Source: the Open Molecules 2025 dataset
Level of theory: ωB97M-V with the def2-TZVPD basis set

2S+1: 1
ΔE to the lowest compared entry with this formula, charge and spin: 5.0750 eV
energy: -3085.53004 Ha
charge: 0
HOMO energy: -10.142 eV
HOMO-LUMO gap: 8.775 eV

```
16
Properties=species:S:1:pos:R:3:forces:R:3
C -0.834 1.169 -1.561 0.9 0.0 -2.3
C -0.077 1.745 -0.644 -2.0 -0.7 2.7
C -1.807 -0.903 1.914 -1.4 -0.2 0.6
C 1.632 -0.528 0.507 2.0 0.2 -0.3
N 1.488 -1.132 -0.886 1.1 0.6 -2.3
O 2.324 -0.849 -1.733 -0.2 0.1 1.0
O 0.548 -1.825 -1.081 -1.3 -0.9 0.6
O -1.448 0.186 1.521 -1.0 -1.6 0.8
O 0.965 -0.873 1.375 -1.1 -0.5 1.2
Br 3.197 0.529 0.653 0.0 0.1 0.1
H -0.412 0.591 -2.422 0.0 0.3 1.0
H -1.852 1.376 -1.773 -1.0 0.3 0.5
H -0.551 2.143 0.333 0.8 0.0 -2.0
H 0.891 1.344 -0.490 1.1 0.5 -0.3
H -1.125 -1.803 1.946 -0.4 0.8 -0.1
H -2.938 -1.172 2.340 2.4 1.0 -1.1
```
Positions in Å, forces in eV/Å.